[1]
Computed, not measured: a 11-piece molecular cluster, C63H44F24O19 overall at a distorted geometry, with ωB97M-V/def2-TZVPD.

Last column: Mulliken charge in e.
Cartesian coordinates (Å):
F 2.343 1.614 4.239  -0.269
C 1.665 2.616 4.890  0.140
F 0.319 2.335 4.737  -0.186
C 1.966 2.557 6.349  0.974
F 3.290 2.682 6.615  -0.297
F 1.505 1.344 6.905  -0.283
C 1.205 3.490 7.199  -1.110
O 1.498 4.857 6.747  -0.371
C 0.667 5.889 7.140  0.860
F -0.590 5.676 6.758  -0.291
F 0.604 6.036 8.497  -0.304
C 1.224 7.143 6.472  0.221
F 1.212 6.988 5.131  -0.210
F 0.484 8.232 6.804  -0.274
H 1.963 3.570 4.524  0.341
H 1.609 3.405 8.204  0.387
H 0.182 3.314 7.044  0.482
H 2.230 7.341 6.885  0.218
F -1.865 3.698 0.122  -0.206
C -2.571 2.562 0.476  -0.400
F -3.406 2.258 -0.502  0.008
C -1.597 1.404 0.770  1.237
F -2.308 0.275 0.638  -0.136
F -1.077 1.426 2.019  -0.162
C -0.428 1.300 -0.211  -1.010
O 0.426 0.200 0.181  0.150
C 1.635 0.176 -0.411  0.510
F 1.404 0.055 -1.752  0.112
F 2.304 1.354 -0.200  -0.267
C 2.397 -1.005 0.120  0.498
F 3.669 -0.937 -0.429  -0.274
F 2.333 -0.883 1.451  -0.070
H -3.172 2.824 1.318  0.190
H 0.126 2.211 -0.262  0.053
H -0.855 1.194 -1.229  0.143
H 2.049 -2.038 -0.096  -0.272
F 9.551 -2.030 -5.834  -0.300
C 8.983 -1.151 -4.902  -0.027
F 9.161 0.093 -5.313  -0.226
C 7.497 -1.611 -4.747  1.089
F 6.830 -1.218 -5.845  -0.318
F 7.008 -0.942 -3.672  -0.270
C 7.362 -3.133 -4.610  -1.108
O 6.027 -3.544 -4.322  -0.354
C 5.677 -3.866 -3.033  0.833
F 6.557 -4.728 -2.507  -0.316
F 5.688 -2.754 -2.244  -0.281
C 4.291 -4.421 -2.945  0.793
F 4.136 -5.429 -3.899  -0.283
F 4.047 -4.918 -1.647  -0.244
H 9.491 -1.298 -3.956  0.334
H 8.067 -3.504 -3.900  0.490
H 7.677 -3.539 -5.579  0.413
H 3.578 -3.640 -3.195  -0.202
O 0.543 -8.279 2.017  -0.555
C 0.525 -7.084 1.856  0.369
C -0.748 -6.410 1.492  -0.345
C -0.748 -5.169 1.054  -0.351
C 0.429 -4.360 1.179  0.117
O 0.331 -3.164 1.051  -0.011
C 1.749 -4.991 1.454  -0.418
C 1.807 -6.263 1.849  -0.671
H -1.640 -7.059 1.649  0.368
H -1.617 -4.611 0.678  0.525
H 2.577 -4.306 1.362  0.604
H 2.675 -6.837 2.155  0.458
O -1.916 0.003 6.454  -0.576
C -1.490 -1.001 5.982  0.330
C -0.454 -1.044 4.950  -0.407
C 0.010 -2.227 4.536  -0.272
C -0.712 -3.463 4.925  0.286
O -0.581 -4.443 4.189  -0.512
C -1.591 -3.489 6.101  -0.430
C -1.965 -2.317 6.627  -0.378
H -0.153 -0.072 4.605  0.628
H 0.639 -2.427 3.677  0.443
H -1.907 -4.477 6.454  0.403
H -2.679 -2.496 7.433  0.432
O 5.034 1.736 -4.838  -0.585
C 3.967 1.176 -4.860  0.147
C 3.827 -0.297 -5.119  -0.182
C 2.638 -0.868 -5.027  -0.401
C 1.398 -0.060 -4.822  0.118
O 0.315 -0.582 -4.921  -0.470
C 1.539 1.383 -4.685  0.290
C 2.712 1.944 -4.705  -0.573
H 4.734 -0.889 -5.362  0.377
H 2.556 -1.939 -5.241  0.473
H 0.631 1.927 -4.641  0.159
H 2.838 3.034 -4.586  0.462
O -2.674 0.604 -3.094  -0.076
C -2.720 1.136 -4.169  0.301
C -1.907 2.379 -4.297  -0.179
C -1.647 2.815 -5.525  -0.213
C -2.216 2.113 -6.709  0.208
O -2.108 2.587 -7.838  -0.590
C -2.925 0.880 -6.561  -0.484
C -3.277 0.476 -5.359  -0.647
H -1.546 2.736 -3.322  0.382
H -1.048 3.680 -5.814  0.490
H -3.024 0.317 -7.447  0.497
H -3.625 -0.519 -5.115  0.335
O -7.114 2.777 -0.022  -0.589
C -6.695 1.636 -0.175  0.291
C -7.031 0.541 0.767  -0.486
C -6.753 -0.741 0.445  -0.652
C -5.689 -0.999 -0.590  0.379
O -4.966 -2.024 -0.577  -0.606
C -5.383 0.062 -1.594  0.241
C -5.864 1.275 -1.365  -0.041
H -7.601 0.830 1.639  0.482
H -6.935 -1.602 1.080  0.429
H -4.758 -0.184 -2.417  0.361
H -5.529 2.178 -1.968  0.191
O -0.708 5.703 -2.839  -0.553
C -0.044 5.753 -1.831  0.359
C -0.168 6.778 -0.788  -0.530
C 0.646 6.824 0.236  -0.525
C 1.804 5.745 0.388  0.301
O 2.529 5.868 1.342  -0.571
C 1.824 4.587 -0.644  -0.288
C 0.959 4.654 -1.632  -0.179
H -0.936 7.506 -1.016  0.430
H 0.525 7.399 1.138  0.469
H 2.585 3.808 -0.469  0.449
H 0.807 3.939 -2.390  0.660
O -4.040 -2.482 -3.991  -0.562
C -2.967 -2.956 -3.768  0.164
C -2.146 -2.472 -2.548  -0.865
C -0.821 -2.696 -2.539  0.731
C -0.202 -3.495 -3.642  0.024
O 1.017 -3.516 -3.772  -0.387
C -1.050 -4.338 -4.548  -0.742
C -2.315 -4.011 -4.658  -0.732
H -2.767 -1.974 -1.852  0.667
H -0.190 -2.376 -1.684  0.639
H -0.578 -5.112 -5.119  0.488
H -2.957 -4.527 -5.313  0.523
O -4.262 1.741 2.990  -0.630
C -4.498 0.728 3.603  0.852
C -5.370 0.747 4.801  -0.521
C -5.555 -0.382 5.494  -0.496
C -5.089 -1.719 5.064  0.074
O -5.386 -2.720 5.645  -0.560
C -4.110 -1.701 3.866  -1.067
C -3.916 -0.571 3.191  0.130
H -5.804 1.726 5.106  0.422
H -6.317 -0.283 6.285  0.414
H -3.558 -2.595 3.665  0.780
H -3.247 -0.638 2.342  0.601

SMILES string	FC(F)C(F)(F)COC(F)(F)C(F)F.FC(F)C(F)(F)COC(F)(F)C(F)F.FC(F)C(F)(F)COC(F)(F)C(F)F.O=C1C=CC(=O)C=C1.O=C1C=CC(=O)C=C1.O=C1C=CC(=O)C=C1.O=C1C=CC(=O)C=C1.O=C1C=CC(=O)C=C1.O=C1C=CC(=O)C=C1.O=C1C=CC(=O)C=C1.O=C1C=CC(=O)C=C1
Kohn-Sham gap	8.4	eV
calculated total energy	-170155.9318	eV
charge	0
HOMO	-10.1	eV

[2]
Computed, not measured: C63H46FGeNO3P3Pd as an isolated structure at a distorted geometry, with ωB97M-V/def2-TZVPD.

Last column: Mulliken charge in e.
Cartesian coordinates (Å):
Pd -0.184 0.343 0.753  -1.440
F -2.970 1.961 3.769  -0.630
Ge -1.754 1.554 2.389  1.312
C -1.540 -0.117 3.425  0.146
C -0.890 -0.011 4.659  -0.849
C -0.764 -1.120 5.477  -0.916
C -1.304 -2.342 5.081  -0.942
C -1.956 -2.454 3.869  -0.212
C -2.065 -1.353 3.017  0.423
P -2.985 -1.356 1.414  1.991
C -2.365 -2.673 0.266  0.634
C -3.182 -3.675 -0.265  -0.802
C -2.723 -4.521 -1.270  -0.983
C -1.449 -4.368 -1.794  -0.725
C -0.649 -3.327 -1.340  -1.189
C -1.111 -2.488 -0.341  0.965
C -4.637 -1.895 2.057  1.029
C -4.991 -3.195 2.430  -0.596
C -6.218 -3.452 3.029  -0.830
C -7.107 -2.412 3.280  -0.541
C -6.757 -1.115 2.935  -0.795
C -5.534 -0.861 2.327  -0.522
C -3.082 2.348 1.134  -0.486
C -4.116 3.128 1.673  -0.280
C -5.043 3.744 0.846  -0.954
C -4.981 3.568 -0.534  -0.915
C -3.974 2.792 -1.074  -0.090
C -3.004 2.209 -0.248  -0.358
P -1.666 1.189 -0.930  2.910
C -2.683 0.005 -1.944  0.328
C -3.939 -0.403 -1.487  -0.563
C -4.708 -1.298 -2.219  -0.680
C -4.233 -1.809 -3.419  -0.538
C -2.981 -1.426 -3.873  -0.818
C -2.209 -0.534 -3.140  -0.449
C -0.902 2.190 -2.264  0.955
C 0.229 1.641 -2.867  -0.205
C 0.865 2.299 -3.910  -1.076
C 0.378 3.518 -4.363  -0.691
C -0.722 4.091 -3.739  -0.945
C -1.350 3.442 -2.684  -0.756
C -0.560 3.027 2.878  0.372
C -1.136 4.051 3.648  -0.683
C -0.418 5.183 3.983  -0.787
C 0.893 5.318 3.536  -0.979
C 1.467 4.316 2.777  -0.142
C 0.755 3.154 2.436  0.203
P 1.727 1.857 1.385  2.725
C 2.104 3.027 0.001  0.666
C 3.331 3.054 -0.664  -0.188
C 3.575 3.964 -1.688  -1.307
C 2.597 4.873 -2.058  -0.978
C 1.363 4.842 -1.424  -0.716
C 1.114 3.919 -0.420  -0.236
C 3.126 1.912 2.615  0.756
C 4.317 2.613 2.454  0.193
C 5.307 2.568 3.431  -0.706
C 5.130 1.804 4.576  -0.809
C 3.944 1.101 4.750  -0.717
C 2.948 1.165 3.785  -0.825
H -0.506 0.954 4.978  0.546
H -0.255 -1.035 6.432  0.410
H -1.209 -3.211 5.724  0.353
H -2.349 -3.419 3.569  0.299
H -4.199 -3.787 0.079  0.472
H -3.379 -5.295 -1.655  0.388
H -1.094 -5.029 -2.576  0.398
H 0.325 -3.135 -1.781  0.500
H -0.463 -1.652 -0.084  -0.467
H -4.301 -4.014 2.273  0.364
H -6.474 -4.467 3.312  0.406
H -8.065 -2.614 3.746  0.368
H -7.436 -0.295 3.145  0.432
H -5.252 0.160 2.080  0.260
H -4.193 3.219 2.749  0.419
H -5.833 4.348 1.282  0.399
H -5.722 4.024 -1.180  0.435
H -3.950 2.613 -2.143  0.704
H -4.327 -0.018 -0.555  0.448
H -5.678 -1.598 -1.841  0.429
H -4.831 -2.511 -3.989  0.386
H -2.593 -1.829 -4.802  0.419
H -1.229 -0.264 -3.509  0.280
H 0.656 0.711 -2.513  -0.038
H 1.749 1.849 -4.347  0.484
H 0.872 4.035 -5.178  0.399
H -1.084 5.062 -4.060  0.383
H -2.170 3.933 -2.180  0.503
H -2.158 3.930 3.990  0.395
H -0.875 5.959 4.587  0.387
H 1.470 6.203 3.783  0.421
H 2.482 4.451 2.426  0.305
H 4.111 2.358 -0.391  0.467
H 4.532 3.948 -2.198  0.454
H 2.789 5.594 -2.846  0.379
H 0.587 5.538 -1.718  0.529
H 0.140 3.896 0.051  0.081
H 4.481 3.215 1.571  0.335
H 6.226 3.126 3.287  0.421
H 5.908 1.762 5.329  0.355
H 3.793 0.501 5.641  0.453
H 2.019 0.626 3.941  0.201
O 0.602 -1.924 2.249  -0.538
C 1.054 -0.923 1.782  0.197
O 2.294 -0.543 -2.879  -0.866
C 2.627 -0.307 -1.706  -0.037
N 1.836 -0.156 -0.629  0.608
C 2.620 0.129 0.514  -0.318
O 2.374 -0.810 1.550  -0.333
C 4.057 0.029 0.116  -0.640
C 5.241 0.025 0.837  0.409
C 6.436 -0.101 0.129  -1.080
C 6.439 -0.234 -1.259  -0.694
C 5.240 -0.286 -1.966  -0.736
C 4.060 -0.177 -1.256  0.756
H 5.242 0.115 1.916  0.575
H 7.377 -0.105 0.669  0.449
H 7.382 -0.325 -1.785  0.389
H 5.217 -0.428 -3.041  0.538

Kohn-Sham gap	6.4	eV
calculated total energy	-164293.0118	eV
charge	-1
ΔE to the lowest compared entry with this formula, charge and spin	3.9	kcal/mol
HOMO	-4.4	eV

Question: Which value of charge does entry 2 give?
Answer: -1

Question: Look up the charge of the first one.
Answer: 0